No. 1
ORCA calculation (ωB97M-V/def2-TZVPD) on an isolated ion of composition C2H6O2P and charge -1 in a non-equilibrium geometry.

XYZ file:
```
11
Properties=species:S:1:pos:R:3:forces:R:3
C 1.3653 -0.4125 0.0272 -3.066 0.520 0.561
C 0.1841 0.5353 -0.4110 0.139 -3.951 -4.991
P -1.3714 0.0968 0.2984 -0.939 -0.626 -0.381
O -1.6300 -1.3452 0.1181 0.146 -1.731 -0.554
O -2.4569 1.0396 -0.0265 -0.505 1.428 -0.221
H 1.0360 -1.3645 -0.4666 0.876 0.392 1.234
H 2.3467 -0.0814 -0.2732 0.249 0.111 -0.084
H 1.1836 -0.3143 1.1519 1.019 -1.111 -1.151
H -0.1852 0.1447 -1.6297 1.412 1.755 3.005
H 0.4387 1.5248 -0.3340 0.349 2.616 -0.181
H -0.9108 0.1767 1.5455 0.321 0.598 2.761
```
Positions in Å, forces in eV/Å.

Properties
Energy = -15556.6869 eV
Relative energy (zero: lowest compared OMol25 entry of this formula, charge and spin) = 89.3 kJ/mol
Charge = -1
HOMO level = -4.5 eV
Orbital gap = 8.82 eV

No. 2
ORCA calculation (ωB97M-V/def2-TZVPD) on an isolated ion of composition C6H12FN2O and charge +1 in a non-equilibrium geometry.

XYZ file:
```
22
Properties=species:S:1:pos:R:3:forces:R:3
C 2.9119 -0.9381 0.1131 1.057 -1.075 -1.288
C 1.4476 -1.1088 0.2816 -2.221 1.745 0.169
C 0.4016 -0.1981 0.2123 1.727 -0.527 0.012
C -0.9601 -0.7636 0.3709 -1.605 2.976 -1.376
C -2.2574 -0.4282 0.0523 0.924 -6.309 2.952
N -3.2649 -1.5588 0.2877 3.493 1.352 0.006
F -2.6996 0.6384 -0.4796 -0.943 2.087 -1.337
C 0.5108 1.3453 0.0381 2.076 -2.184 0.583
N -0.0158 1.6530 -1.3204 -1.044 1.263 0.245
O -0.3344 1.9378 0.8998 -2.075 -0.564 -0.226
H 3.2555 -1.8402 -0.5002 -0.374 1.133 0.661
H 3.5561 -1.0258 1.0283 -0.837 0.529 -0.643
H 3.1394 -0.0656 -0.5419 0.167 -0.375 0.900
H 1.0597 -2.1123 0.4350 0.393 -0.074 0.058
H -0.9533 -1.6333 0.9092 0.200 -2.206 0.971
H -2.8053 -2.2919 0.9195 -1.368 1.663 -1.320
H -4.2108 -1.3247 0.5221 -0.156 0.351 0.300
H 1.5465 1.8175 -0.0032 -0.964 -1.023 0.452
H 0.0359 2.6892 -1.2009 -1.414 -0.624 -1.179
H 0.6743 1.4255 -2.0008 0.514 -0.634 -0.973
H -0.9514 1.1654 -1.5124 1.291 1.395 0.273
H -0.0860 2.6172 1.4895 1.160 1.103 0.760
```
Positions in Å, forces in eV/Å.

Properties
Energy = -14152.5797 eV
Relative energy (zero: lowest compared OMol25 entry of this formula, charge and spin) = 137.3 kJ/mol
Charge = +1
HOMO level = -11.4 eV
Orbital gap = 7.93 eV

No. 3
ORCA calculation (ωB97M-V/def2-TZVPD) on C14H28AuN4O7P2SSi as an isolated structure in a non-equilibrium geometry.

XYZ file:
```
58
Properties=species:S:1:pos:R:3:forces:R:3
Au 0.2691 -0.5594 0.0925 -1.131 -0.750 0.107
C -1.2136 -3.4000 1.2920 0.088 -0.135 -0.006
C -2.1546 -2.2758 1.0480 -0.971 -1.463 0.408
C -3.5271 -2.3867 1.2548 1.071 -0.123 -0.135
C -4.3469 -1.2996 0.9636 0.034 0.699 -0.408
C -3.8127 -0.1501 0.4337 -0.333 -0.709 0.322
C -2.4200 -0.0902 0.2180 -0.274 1.393 -0.302
N -1.6557 -1.1447 0.5825 1.441 1.040 -0.462
N -1.7393 0.9235 -0.2716 0.961 -0.526 0.113
Si -2.1909 2.1645 -1.3756 -0.358 1.565 0.099
C -2.9026 3.5951 -0.2926 0.374 -0.955 -0.932
C -3.5035 1.6243 -2.6515 0.645 -0.035 0.485
C -0.5638 2.7663 -2.1687 -0.875 -0.419 0.212
H -1.2809 -4.1050 0.4634 0.082 -0.059 -0.043
H -1.4720 -3.9300 2.2030 0.052 -0.046 0.094
H -0.1923 -3.0269 1.3542 0.058 -0.121 0.113
H -3.9424 -3.3066 1.6274 0.088 -0.132 0.175
H -5.4089 -1.3711 1.1351 -0.150 0.011 0.061
H -4.4099 0.7165 0.2116 -0.092 0.090 -0.127
H -3.8576 3.3033 0.1297 -0.238 0.014 0.122
H -3.0452 4.4666 -0.9207 -0.101 0.309 -0.037
H -2.2182 3.8362 0.5113 0.178 0.072 0.167
H -4.4466 1.3566 -2.1826 -0.106 0.001 0.136
H -3.1637 0.7552 -3.2098 0.068 -0.136 -0.134
H -3.7097 2.4149 -3.3669 0.046 0.188 -0.066
H 0.0075 3.3881 -1.4878 0.025 0.145 0.140
H -0.7828 3.3451 -3.0594 0.016 0.154 -0.191
H 0.0595 1.9260 -2.4560 0.157 -0.215 -0.141
C 2.6530 3.3402 2.2195 0.126 0.107 -0.028
C 1.8637 2.2329 1.5537 0.177 -1.001 0.036
O 0.8165 2.7800 0.8140 -0.184 0.297 -0.251
P 1.1329 1.1208 2.8285 -0.334 0.874 0.948
O 2.0562 0.8923 4.0926 -0.275 0.313 -0.028
O -0.0076 2.0400 3.4166 0.354 0.079 -0.311
O 0.6064 -0.1869 2.3271 -0.151 -0.665 -1.470
P 2.9875 1.1498 0.5446 0.642 0.295 0.655
O 3.5043 0.2246 1.7958 -0.078 -0.033 -0.375
O 4.1244 1.7677 -0.1340 0.026 0.227 -0.037
O 2.1439 0.2293 -0.3584 -1.512 -0.789 -0.302
H 1.9685 4.0038 2.7459 -0.010 -0.043 0.057
H 3.1854 3.9102 1.4603 -0.002 -0.012 -0.036
H 3.3754 2.9224 2.9186 0.037 0.101 0.015
H 0.2883 2.0817 0.4023 -0.331 0.064 -0.194
H 2.7429 0.2372 3.9489 0.272 -0.239 -0.127
H -0.4128 1.6816 4.2084 -0.263 -0.064 0.361
H 4.4571 0.1460 1.6883 0.366 -0.068 0.169
S -0.0802 -1.8721 -2.0680 -0.400 1.118 1.176
C 1.4093 -2.6725 -2.1587 0.627 -0.305 0.155
N 1.5536 -3.8600 -2.7460 -0.143 0.304 -0.075
C 2.8879 -4.3977 -2.5379 0.404 -0.352 -0.023
C 3.6376 -3.1805 -1.9545 0.493 -0.241 -0.115
N 2.5610 -2.2506 -1.6624 -0.282 -0.194 -0.040
H 0.7904 -4.3855 -3.1343 -0.102 0.032 0.086
H 3.3199 -4.7523 -3.4760 -0.012 0.079 0.149
H 2.8464 -5.2366 -1.8324 0.032 0.164 -0.120
H 4.3317 -2.7456 -2.6792 -0.079 -0.022 0.083
H 4.1898 -3.4281 -1.0472 -0.028 -0.012 -0.107
H 2.6917 -1.3308 -1.2509 -0.126 0.131 -0.020
```
Positions in Å, forces in eV/Å.

Properties
Energy = -76248.3696 eV
Relative energy (zero: lowest compared OMol25 entry of this formula, charge and spin) = 74.2 kJ/mol
Charge = +1
HOMO level (spin up / spin down) = -10.5 / -10.5 eV
Orbital gap (spin up / spin down) = 4.54 / 4.57 eV

No. 4
ORCA calculation (ωB97M-V/def2-TZVPD) on one molecule with the formula C5H9N3O2 in a non-equilibrium geometry.

XYZ file:
```
19
Properties=species:S:1:pos:R:3:forces:R:3
H 2.7574 1.6452 -1.4607 -1.834 -0.779 -0.251
N 1.8098 1.1395 -1.3930 0.761 0.737 0.099
C 1.6619 0.9328 -0.1589 2.679 0.168 -0.202
O 2.7639 1.3632 0.6279 -1.446 -0.712 0.263
C 0.6534 0.0410 0.5097 -0.107 0.540 0.388
C 0.7922 -1.4842 0.2232 0.284 -0.126 -0.085
C -0.6522 -1.4443 -0.3223 -0.270 -0.143 -0.054
N -0.6518 0.0070 -0.1148 0.147 -0.438 -0.188
C -1.6801 0.8583 0.1525 0.272 1.295 0.618
N -2.9003 0.4508 -0.2896 -0.589 -0.393 -0.256
O -1.5056 1.9178 0.7578 -0.079 -0.869 -0.398
H 2.6770 1.0232 1.5271 -0.007 0.175 0.060
H 0.6195 0.2926 1.5831 -0.137 -0.058 -0.245
H 0.9407 -2.1019 1.1136 -0.059 0.151 -0.209
H 1.5514 -1.7262 -0.5285 -0.217 0.128 0.198
H -1.3894 -1.9685 0.3036 0.151 0.087 -0.144
H -0.7759 -1.7474 -1.3709 0.050 0.062 0.238
H -3.6697 1.0971 -0.1972 0.293 -0.054 -0.003
H -3.0022 -0.2958 -0.9625 0.107 0.230 0.171
```
Positions in Å, forces in eV/Å.

Properties
Energy = -13895.9287 eV
Relative energy (zero: lowest compared OMol25 entry of this formula, charge and spin) = 63.0 kJ/mol
Charge = 0
HOMO level = -9.6 eV
Orbital gap = 10.25 eV

No. 5
ORCA calculation (ωB97M-V/def2-TZVPD) on one molecule with the formula C3H6N2O in a non-equilibrium geometry.

XYZ file:
```
12
Properties=species:S:1:pos:R:3:forces:R:3
C -2.7135 -0.1704 0.1329 0.048 -1.648 -1.238
C -1.4328 0.2686 0.0644 -1.750 3.232 0.652
N -0.2784 -0.4512 -0.3847 -0.480 0.988 1.403
C 1.0018 0.1318 -0.1090 1.653 0.004 1.417
N 2.0258 -0.8026 0.1266 -2.338 -4.743 1.773
O 1.2828 1.3153 -0.0206 -1.352 -0.796 -0.839
H -2.8816 -1.2798 -0.2964 -0.148 2.589 1.232
H -3.6159 0.5200 0.4214 2.135 -1.655 -0.553
H -1.3750 1.4162 0.3773 0.879 -2.693 -0.858
H -0.4318 -1.4190 -0.0938 0.758 0.236 -0.508
H 2.9944 -0.5722 0.3418 -0.863 0.607 -0.073
H 1.6827 -1.7909 0.6915 1.457 3.878 -2.409
```
Positions in Å, forces in eV/Å.

Properties
Energy = -8234.5816 eV
Relative energy (zero: lowest compared OMol25 entry of this formula, charge and spin) = 204.3 kJ/mol
Charge = 0
HOMO level = -9.1 eV
Orbital gap = 9.71 eV

No. 6
ORCA calculation (ωB97M-V/def2-TZVPD) on one molecule with the formula C5H10 in a non-equilibrium geometry.

XYZ file:
```
15
Properties=species:S:1:pos:R:3:forces:R:3
C 0.2900 -0.2165 -2.2312 -1.069 -1.867 0.974
C 0.9116 0.3495 -1.1768 0.040 1.761 -0.862
C 0.9357 -0.2592 0.2170 1.781 -0.742 -1.829
C 0.0319 0.3959 1.1945 -0.204 0.936 0.846
C -1.4210 -0.1452 1.2189 -0.544 -0.190 0.402
H 0.3594 0.1587 -3.2699 -0.284 -0.165 0.858
H -0.4034 -1.2391 -2.0301 2.219 2.821 -0.727
H 1.4345 1.4372 -1.2723 -1.120 -2.767 0.005
H 2.0179 -0.1408 0.5273 -1.107 -0.430 -0.045
H 0.7100 -1.3358 0.0531 0.247 0.485 0.507
H 0.0579 1.5046 0.8949 -0.468 -1.333 0.809
H 0.5201 0.3083 2.1886 -0.596 0.179 -0.359
H -1.9507 0.4351 2.0260 0.072 -0.504 -1.117
H -1.8562 0.0041 0.2068 -0.069 0.201 0.763
H -1.6379 -1.2569 1.4532 1.103 1.615 -0.224
```
Positions in Å, forces in eV/Å.

Properties
Energy = -5345.4620 eV
Relative energy (zero: lowest compared OMol25 entry of this formula, charge and spin) = 174.1 kJ/mol
Charge = 0
HOMO level = -9.6 eV
Orbital gap = 10.84 eV